(1)
DFT (the ωB97M-V functional and the def2-TZVPD basis) results for a 3-piece molecular cluster, C55H44N2O9 overall.

Calculated values
E (Ha): -2908.9457
Kohn-Sham gap (eV): 7.31

```
110
Properties=species:S:1:pos:R:3:forces:R:3:lowdin_charge:R:1
C -4.63710 -0.60677 4.81393 0.059 -0.358 0.256 -0.013
C -3.34288 -0.33333 4.61757 -0.577 0.439 0.048 -0.177
C -2.82392 1.02347 4.07548 0.192 -1.651 0.699 -0.116
C -2.26538 0.70731 2.67245 0.264 0.441 0.283 -0.133
C -0.89361 0.84400 2.47840 -0.010 -0.399 -0.604 0.020
C -0.26996 0.53694 1.24579 0.187 -0.035 0.150 -0.139
C 1.24135 0.72249 1.14916 0.342 0.318 0.839 -0.123
C 1.74051 2.10611 1.70775 0.031 -0.133 -0.566 -0.190
C 0.78316 3.27900 1.40997 0.630 0.627 -0.142 -0.197
C 0.50103 3.49007 -0.11440 -0.545 0.732 0.015 -0.124
C -1.01512 3.43309 -0.46838 -0.102 -0.077 0.245 -0.155
O -1.42393 4.64754 -1.16164 -0.381 -0.560 -0.100 -0.041
C -2.43839 4.38827 -2.05278 -0.586 0.067 -0.947 -0.514
C -3.88481 4.12565 -1.59726 -0.104 -0.120 0.104 0.019
O -2.21234 4.39532 -3.23424 0.260 0.124 0.359 0.114
C -1.07602 0.08257 0.19916 -0.720 -0.054 -0.207 -0.035
C -2.49521 -0.02516 0.35756 0.121 -0.037 -0.289 -0.001
C -3.08631 0.28682 1.58896 0.770 -0.163 0.304 -0.142
N -4.50645 0.20080 1.82718 0.096 1.324 -0.577 0.194
C -5.03006 1.30362 1.93986 -0.251 0.662 1.048 -0.275
O -5.50581 2.35106 2.19418 0.271 -1.462 -0.719 0.175
C -3.37536 -0.48019 -0.81823 0.154 0.081 -0.167 -0.266
O -4.47504 -0.94209 -0.60430 0.044 0.186 -0.187 0.088
C -2.83602 -0.34779 -2.21684 0.750 0.286 0.438 -0.098
C -3.63232 -0.31804 -3.36784 0.045 -0.203 0.123 0.001
C -3.03747 -0.23124 -4.62200 0.065 -0.070 -0.455 -0.003
C -1.63351 -0.17984 -4.80394 -0.052 -0.099 1.160 -0.242
N -1.03511 -0.13605 -6.06426 0.016 0.388 0.883 0.013
C 0.19694 0.66273 -6.14190 0.014 0.973 -0.955 -0.252
C 0.02681 2.15677 -5.73848 0.981 -0.133 -0.131 -0.083
C -0.83380 -0.18455 -3.62533 -0.413 -0.136 -0.546 0.042
C -1.43812 -0.26957 -2.37574 -0.010 0.243 0.624 -0.080
C -0.52000 -0.31667 -1.14712 -0.343 -0.272 -0.913 -0.253
O 0.61000 -0.71467 -1.33197 0.040 0.245 0.545 0.105
H -5.37632 0.14263 5.13246 0.149 -0.107 -1.133 0.070
H -4.97781 -1.64686 4.69709 0.140 0.401 0.989 0.060
H -2.63511 -1.15105 4.83005 -0.033 0.388 -1.070 0.107
H -2.00048 1.30766 4.75815 -0.325 0.469 -0.666 0.113
H -3.63536 1.76619 4.04729 0.368 -0.194 0.168 0.110
H -0.26247 1.17860 3.31244 -0.335 -0.110 -0.374 0.133
H 1.66019 0.60774 0.14317 -0.546 -0.222 0.336 0.097
H 1.69483 -0.05736 1.79659 -0.117 0.223 -0.560 0.130
H 2.68003 2.32601 1.15796 -0.395 -0.084 0.374 0.109
H 2.05260 2.04714 2.76899 -0.498 0.100 -0.408 0.107
H 1.28759 4.19944 1.77047 -0.287 -0.472 -0.063 0.112
H -0.18076 3.24219 1.94355 0.450 -0.240 -0.082 0.092
H 1.09606 2.83407 -0.77559 -0.344 0.086 0.407 0.118
H 0.80640 4.52299 -0.37573 -0.109 -0.540 0.074 0.118
H -1.25681 2.58035 -1.13055 0.155 0.223 0.386 0.117
H -1.64399 3.38692 0.44578 0.429 -0.292 -0.370 0.126
H -4.49666 3.96304 -2.50039 0.482 0.085 0.314 0.088
H -4.33642 4.98046 -1.06478 0.475 -0.366 0.040 0.090
H -3.98662 3.20858 -0.98739 0.240 0.510 -0.013 0.074
H -4.72061 -0.37457 -3.26354 0.428 0.002 -0.093 0.127
H -3.66865 -0.21310 -5.52040 0.192 0.012 0.416 0.116
H -1.69518 0.10232 -6.79437 0.109 -0.046 0.071 0.124
H 0.49680 0.66007 -7.20859 -0.015 -0.196 0.554 0.114
H 1.03657 0.23101 -5.57854 -0.530 -0.183 -0.152 0.102
H -0.51680 2.73565 -6.50609 -0.109 -0.360 0.538 0.076
H -0.38588 2.28848 -4.72605 -0.110 0.002 -0.524 0.061
H 1.04840 2.59440 -5.71763 -0.520 -0.152 0.036 0.077
H 0.25684 -0.14494 -3.69934 -0.513 -0.053 0.197 0.120
O 5.34380 4.02938 1.84932 0.002 -0.031 0.004 0.097
C 6.49056 3.68345 2.05190 -0.410 0.128 -0.071 -0.277
C 6.98794 3.48267 3.43879 0.135 -0.037 0.051 -0.083
C 6.12258 3.67372 4.51011 -0.077 -0.004 0.178 -0.003
C 6.56427 3.45200 5.80428 0.057 -0.021 -0.036 -0.057
C 7.87253 3.03692 6.03458 -0.045 0.027 -0.067 -0.056
C 8.74337 2.86168 4.97142 0.015 -0.017 0.205 0.000
C 8.30716 3.08930 3.67143 -0.164 0.025 0.001 -0.082
C 9.25659 2.91508 2.54006 0.446 -0.118 0.079 -0.278
O 10.41755 2.62556 2.74582 -0.055 0.009 -0.010 0.108
C 8.75369 3.09598 1.15253 -0.139 0.041 -0.050 -0.083
C 9.61851 2.90198 0.08167 0.076 -0.025 -0.184 0.000
C 9.15336 3.03567 -1.21645 -0.068 0.016 0.043 -0.056
C 7.82126 3.36347 -1.45068 0.051 -0.006 0.063 -0.056
C 6.95908 3.57146 -0.38639 -0.021 0.005 -0.202 -0.001
C 7.42198 3.44391 0.91837 0.143 -0.058 -0.017 -0.083
H 5.10319 3.99143 4.33318 0.057 -0.019 -0.142 0.119
H 5.88765 3.59718 6.63723 0.017 -0.002 -0.024 0.107
H 8.21241 2.85224 7.04596 -0.004 0.013 -0.027 0.108
H 9.76177 2.54385 5.15336 -0.002 0.032 -0.154 0.121
H 10.65370 2.64238 0.26117 -0.064 0.001 0.144 0.121
H 9.82762 2.88038 -2.04940 -0.016 0.003 0.025 0.108
H 7.45731 3.45841 -2.46611 0.007 0.004 0.030 0.108
H 5.92447 3.82950 -0.57207 0.016 0.017 0.155 0.120
O -3.47388 -8.58991 1.16154 -0.007 0.024 -0.055 0.102
C -3.65193 -7.73490 0.31703 0.066 -0.289 0.355 -0.278
C -3.67702 -6.29541 0.68690 -0.035 0.112 -0.102 -0.085
C -3.47314 -5.92610 2.01169 0.033 0.103 0.169 -0.003
C -3.45588 -4.58519 2.36138 -0.008 0.004 -0.097 -0.053
C -3.64077 -3.60643 1.38925 0.022 -0.049 0.035 -0.038
C -3.86130 -3.96997 0.07053 0.045 0.114 0.040 0.012
C -3.88643 -5.31366 -0.28490 0.067 -0.108 0.176 -0.075
C -4.14175 -5.69107 -1.69991 -0.078 0.367 -0.289 -0.276
O -4.37721 -4.84226 -2.53559 0.019 -0.057 0.014 0.109
C -4.09630 -7.13040 -2.07372 0.021 -0.125 0.084 -0.082
C -4.29719 -7.49844 -3.39912 -0.010 -0.113 -0.175 -0.002
C -4.22497 -8.83244 -3.76558 0.014 -0.003 0.077 -0.059
C -3.95102 -9.80548 -2.80893 -0.018 0.079 0.001 -0.060
C -3.76393 -9.44475 -1.48451 0.000 -0.180 -0.107 -0.003
C -3.84074 -8.10779 -1.11052 -0.009 0.073 -0.143 -0.083
H -3.32376 -6.68496 2.76881 -0.004 -0.083 -0.134 0.120
H -3.29262 -4.29929 3.39350 -0.001 -0.014 -0.023 0.103
H -3.61521 -2.55782 1.66186 -0.060 -0.014 -0.028 0.092
H -4.00985 -3.20642 -0.67958 -0.089 -0.141 -0.067 0.099
H -4.50568 -6.74296 -4.14550 0.027 0.086 0.134 0.120
H -4.37797 -9.11674 -4.79930 0.004 0.010 0.027 0.106
H -3.88570 -10.84687 -3.09876 -0.006 0.026 0.014 0.106
H -3.55420 -10.20409 -0.74236 -0.018 0.134 0.088 0.120
```
Positions in Å, forces in eV/Å.


(2)
DFT (the ωB97M-V functional and the def2-TZVPD basis) results for C55H44N3P2S2SiTc as an isolated structure.

Calculated values
2S+1: 4
E (Ha): -4135.8912
Energy relative to the best compared isomer or geometry (same formula, charge and spin) (eV): 0.000
Kohn-Sham gap (spin up / spin down) (eV): 7.10 / 6.19
Charge: +1

```
108
Properties=species:S:1:pos:R:3:forces:R:3:lowdin_charge:R:1
Tc 0.00386 0.47355 -0.67761 0.346 -0.022 -0.598 0.562
C -0.30930 3.54722 1.52891 0.153 0.118 0.096 -0.192
Si -1.25154 2.14797 0.72143 -0.043 -0.176 -0.065 0.558
C -2.52014 3.01545 -0.37160 -0.141 0.103 -0.019 -0.282
C -3.22890 4.14182 0.07598 0.033 -0.079 -0.023 -0.081
C -4.13097 4.79287 -0.74371 -0.001 -0.015 -0.046 -0.057
C -4.33622 4.34907 -2.04913 -0.015 0.039 0.046 -0.056
C -3.64172 3.25278 -2.51666 0.058 -0.035 0.010 -0.089
C -2.74981 2.57995 -1.67271 0.042 0.055 -0.067 -0.394
P -1.77378 1.18471 -2.30569 -0.001 0.045 -0.032 1.003
C -3.00332 -0.04176 -2.86745 0.026 -0.048 0.053 -0.348
C -4.36335 0.13012 -2.61697 -0.006 0.003 0.046 -0.093
C -5.29167 -0.76877 -3.12435 0.011 -0.006 0.022 -0.073
C -4.87247 -1.85176 -3.88153 -0.010 -0.015 0.020 -0.075
C -3.51836 -2.04695 -4.11294 0.021 0.025 0.029 -0.057
C -2.58957 -1.15210 -3.60488 -0.093 -0.050 0.003 -0.134
C -1.13543 1.90049 -3.87446 -0.096 -0.042 0.056 -0.371
C -1.28296 1.29263 -5.11327 0.054 -0.015 -0.089 -0.068
C -0.79653 1.91072 -6.26253 -0.014 -0.017 0.057 -0.066
C -0.17325 3.14219 -6.18018 0.011 0.027 0.044 -0.071
C -0.03594 3.76534 -4.94237 0.008 -0.025 -0.073 -0.066
C -0.50983 3.14789 -3.80103 -0.028 0.001 0.054 -0.145
C -2.24040 1.23475 2.04922 -0.075 0.024 0.160 -0.285
C -3.05383 1.91593 2.96595 0.028 -0.034 -0.043 -0.075
C -3.88860 1.23065 3.83075 -0.003 -0.068 -0.001 -0.057
C -3.94007 -0.16195 3.79861 -0.011 0.077 0.007 -0.057
C -3.13367 -0.85778 2.91895 0.031 0.010 -0.027 -0.090
C -2.27400 -0.15926 2.06534 -0.058 -0.062 -0.045 -0.390
P -1.12863 -1.04872 0.97174 -0.144 -0.021 0.045 0.982
C -2.11406 -2.45729 0.37415 0.003 -0.019 0.078 -0.376
C -1.71777 -3.77998 0.54586 0.011 -0.013 -0.096 -0.074
C -2.54705 -4.81454 0.12993 0.039 0.041 0.017 -0.062
C -3.78014 -4.53467 -0.43548 -0.026 0.017 -0.007 -0.064
C -4.18841 -3.21560 -0.59154 0.044 -0.022 -0.023 -0.064
C -3.35503 -2.18293 -0.19809 -0.045 0.048 0.054 -0.097
C 0.11141 -1.79927 2.09020 -0.037 0.025 0.012 -0.360
C -0.01096 -1.70448 3.47410 -0.003 -0.047 0.057 -0.074
C 0.95762 -2.25068 4.30744 -0.036 0.003 -0.050 -0.060
C 2.05879 -2.89368 3.76553 -0.011 -0.009 -0.034 -0.063
C 2.19104 -2.98718 2.38453 -0.043 -0.005 0.067 -0.066
C 1.23004 -2.43897 1.55100 -0.054 -0.119 0.019 -0.135
H -1.02053 4.19520 2.04844 0.048 0.030 0.015 0.029
H 0.20337 4.15396 0.77923 -0.021 -0.014 0.006 0.042
H 0.42885 3.21871 2.26000 -0.015 0.070 -0.008 0.018
H -3.06559 4.52680 1.07550 -0.001 -0.018 0.005 0.093
H -4.66624 5.65944 -0.37715 0.002 -0.002 -0.008 0.111
H -5.02599 4.87077 -2.69945 0.002 -0.001 0.004 0.112
H -3.77646 2.92647 -3.54137 0.005 -0.026 0.006 0.121
H -4.70965 0.96593 -2.02502 -0.008 0.024 -0.002 0.103
H -6.34504 -0.61436 -2.92923 0.001 0.000 0.000 0.111
H -5.59856 -2.54471 -4.28674 0.004 -0.002 0.005 0.111
H -3.18075 -2.89504 -4.69425 0.000 0.001 0.004 0.113
H -1.54153 -1.31266 -3.80671 0.078 -0.044 0.047 0.063
H -1.78136 0.33983 -5.20932 0.003 0.043 -0.021 0.091
H -0.91575 1.42158 -7.22033 -0.002 0.000 0.003 0.110
H 0.19896 3.62391 -7.07494 0.001 0.005 0.007 0.108
H 0.44011 4.73430 -4.86985 0.000 0.001 -0.001 0.110
H -0.39730 3.64497 -2.84417 -0.017 -0.017 -0.005 0.102
H -3.05156 2.99964 2.99458 0.015 0.000 -0.013 0.098
H -4.51533 1.77702 4.52406 0.006 -0.004 -0.004 0.111
H -4.60770 -0.69745 4.46073 0.004 0.004 0.001 0.112
H -3.16675 -1.94106 2.89326 0.008 0.007 -0.008 0.120
H -0.77087 -4.01583 1.00896 0.045 0.004 0.020 0.098
H -2.23003 -5.84016 0.26518 0.000 0.003 0.001 0.110
H -4.43080 -5.34310 -0.74288 0.002 0.006 -0.001 0.109
H -5.15822 -2.99210 -1.01340 -0.012 0.020 -0.024 0.105
H -3.69267 -1.15855 -0.29594 0.005 0.013 -0.031 0.100
H -0.85141 -1.18788 3.91663 -0.012 -0.009 -0.003 0.100
H 0.84921 -2.16580 5.38064 0.007 0.006 -0.003 0.113
H 2.81342 -3.31766 4.41494 0.011 0.010 -0.002 0.112
H 3.04877 -3.48706 1.95284 0.013 0.000 0.004 0.114
H 1.35778 -2.50149 0.47557 -0.050 -0.020 0.044 0.057
S 1.53972 1.33762 -2.19479 -0.170 0.099 0.285 0.670
C 1.70232 0.12494 -3.45274 0.045 0.048 -0.022 -0.645
C 2.36415 0.46462 -4.63399 -0.015 -0.005 0.036 -0.112
C 2.51989 -0.47498 -5.63554 -0.014 -0.040 0.012 -0.076
C 2.01995 -1.76303 -5.46319 0.009 0.030 -0.007 -0.075
C 1.36046 -2.10279 -4.29507 -0.021 -0.001 0.082 -0.118
C 1.19178 -1.16033 -3.27712 -0.065 -0.069 -0.063 -0.656
S 0.27371 -1.60514 -1.83168 0.125 0.074 0.023 0.637
H 2.74470 1.47085 -4.75762 -0.006 -0.004 0.009 0.107
H 3.03042 -0.20645 -6.55067 -0.004 -0.002 -0.001 0.108
H 2.14420 -2.50185 -6.24385 -0.009 -0.001 0.005 0.108
H 0.96603 -3.10242 -4.15730 0.002 0.008 -0.003 0.105
N 6.17567 -0.34720 3.19108 0.091 -0.042 0.101 0.172
C 6.89481 -0.45992 4.36555 0.089 -0.020 -0.216 -0.187
C 8.23329 -0.75567 4.62243 -0.082 0.006 0.025 -0.017
C 8.60598 -0.78894 5.94849 -0.024 0.001 0.062 -0.081
C 7.68462 -0.53794 6.98555 0.054 0.001 -0.073 -0.082
C 6.36743 -0.24276 6.71811 -0.030 -0.011 0.011 -0.011
C 5.96890 -0.20406 5.37905 -0.196 0.065 0.150 -0.221
N 4.72096 0.06526 4.83539 0.179 -0.045 0.090 0.191
C 4.89302 -0.02888 3.54806 -0.192 0.026 -0.223 -0.288
C 3.81355 0.15228 2.57065 0.202 -0.027 0.166 -0.114
C 3.94272 -0.20761 1.23638 -0.027 -0.010 -0.159 0.012
C 2.87092 -0.05595 0.38361 -0.081 0.071 0.061 -0.154
N 1.68604 0.43774 0.77932 0.089 0.012 0.064 -0.101
C 1.56734 0.77272 2.07651 -0.038 -0.041 -0.053 -0.143
C 2.58892 0.65683 2.98906 -0.030 0.007 0.030 0.027
H 6.54306 -0.41585 2.25938 0.013 0.012 0.004 0.154
H 8.94300 -0.95432 3.83059 -0.005 0.014 -0.004 0.111
H 9.63309 -1.01488 6.20212 -0.004 -0.001 0.006 0.105
H 8.02709 -0.57698 8.01067 0.006 0.001 -0.004 0.104
H 5.65530 -0.04616 7.50816 0.004 0.001 -0.006 0.114
H 4.84842 -0.64836 0.84284 0.006 0.014 0.000 0.119
H 2.93871 -0.36948 -0.64624 0.011 0.052 -0.079 0.081
H 0.59525 1.11198 2.40621 0.036 -0.003 -0.044 0.078
H 2.43904 0.92570 4.02526 0.004 -0.004 -0.016 0.129
```
Positions in Å, forces in eV/Å.


Which of these has the highest E?
C55H44N2O9